{"formula": "C37H44BHfN10O4S2Te", "method": "wB97M-V/def2-TZVPD", "species": ["Hf", "C", "C", "C", "C", "C", "C", "N", "N", "B", "N", "C", "C", "C", "N", "C", "C", "C", "N", "C", "C", "C", "N", "C", "C", "C", "H", "H", "H", "H", "H", "H", "H", "H", "H", "H", "H", "H", "H", "H", "H", "H", "H", "H", "H", "H", "H", "H", "H", "H", "H", "H", "H", "H", "O", "C", "C", "C", "C", "C", "C", "N", "H", "H", "H", "H", "H", "H", "H", "O", "S", "O", "O", "C", "N", "C", "C", "C", "N", "C", "C", "C", "N", "C", "C", "H", "H", "H", "H", "H", "H", "Te", "C", "C", "C", "C", "S", "H", "H", "H"], "coordinates": [[0.21012, -1.16804, 0.23503], [4.41453, -2.36172, 2.81713], [3.75729, -3.14689, 1.67460], [4.14485, -2.54136, 0.33301], [2.29529, -3.36702, 1.99306], [1.89272, -4.47974, 2.72535], [0.56139, -4.27744, 3.02031], [0.18998, -3.11466, 2.49462], [1.23458, -2.53114, 1.82526], [-1.20450, -2.45763, 2.64569], [-1.05031, -0.97806, 2.98099], [-1.24644, -0.42634, 4.18143], [-1.03252, 0.92487, 4.07624], [-0.68676, 1.16445, 2.74154], [-0.69494, -0.01590, 2.06868], [-0.44220, 2.58536, 2.27827], [0.39688, 2.85693, 1.02058], [-1.79579, 3.33073, 2.22840], [-2.04013, -2.62077, 1.35389], [-2.96093, -3.57258, 1.19648], [-3.53852, -3.42271, -0.04055], [-2.90495, -2.33003, -0.63015], [-1.96634, -1.84436, 0.21780], [-3.40761, -1.79650, -1.95154], [-4.67260, -0.96520, -1.69252], [-2.46218, -1.03128, -2.86859], [5.49721, -2.35612, 2.68954], [4.18680, -2.80329, 3.78671], [4.07064, -1.32634, 2.82324], [4.17492, -4.15651, 1.69573], [3.86494, -1.48995, 0.29543], [3.70602, -3.08326, -0.50418], [5.22952, -2.58352, 0.23001], [2.51270, -5.30688, 3.02299], [-0.13507, -4.86801, 3.59128], [-1.77166, -3.02172, 3.53108], [-1.53991, -1.03653, 5.01921], [-1.12743, 1.66953, 4.84704], [0.10626, 3.01743, 3.11995], [-0.17229, 3.43063, 0.29605], [0.77574, 1.95351, 0.55187], [1.24100, 3.49800, 1.27107], [-2.45784, 2.87505, 1.49155], [-1.60409, 4.36475, 1.94102], [-2.30733, 3.29897, 3.19014], [-3.16566, -4.27032, 1.99060], [-4.33632, -4.00421, -0.46835], [-3.70749, -2.69967, -2.48633], [-4.42901, -0.06939, -1.11661], [-5.42220, -1.53061, -1.14084], [-5.10852, -0.64878, -2.64047], [-2.44105, 0.02662, -2.61697], [-2.83100, -1.10970, -3.89142], [-1.44986, -1.43668, -2.86189], [1.90029, -0.75038, -1.18898], [2.80866, 0.36247, -1.07754], [2.91229, 0.74024, 0.36777], [3.85326, 1.65636, 0.79888], [3.91165, 1.96069, 2.14759], [3.05706, 1.29698, 3.01730], [2.15173, 0.39445, 2.50147], [2.04287, 0.14147, 1.18664], [2.29779, -1.60131, -1.44965], [2.40539, 1.18733, -1.66684], [3.77778, 0.08094, -1.48683], [4.51925, 2.12715, 0.08829], [4.62182, 2.68861, 2.51529], [3.08891, 1.47234, 4.08285], [1.48994, -0.15532, 3.15477], [-1.78768, 7.94448, 0.46453], [-0.67818, 7.07053, 0.18005], [-0.54706, 5.93175, 1.08534], [0.58075, 7.69475, -0.15849], [-1.12868, 6.28573, -1.40448], [-1.18803, 7.03215, -2.50744], [-1.38079, 6.40411, -3.65574], [-1.47086, 5.01493, -3.75884], [-1.44379, 4.34732, -2.55488], [-1.31389, 4.97301, -1.38385], [-1.37441, 2.88332, -2.29832], [-2.03392, 2.38197, -1.18129], [-1.60313, 1.21141, -0.61834], [-0.56420, 0.50022, -1.10776], [-0.09019, 0.87431, -2.31752], [-0.47288, 2.04060, -2.94476], [-1.44761, 7.02880, -4.53939], [-1.57816, 4.51474, -4.71075], [-2.78388, 2.97743, -0.68340], [-2.04124, 0.85168, 0.30137], [0.64605, 0.22985, -2.77092], [0.01034, 2.33959, -3.86498], [0.70359, -3.75349, -0.97237], [0.08673, -4.11653, -2.94459], [0.95380, -4.51819, -3.92274], [0.29850, -4.86679, -5.13567], [-1.05162, -4.73186, -5.05151], [-1.53106, -4.19074, -3.50200], [2.02284, -4.57528, -3.77818], [0.81049, -5.20512, -6.02395], [-1.79051, -4.92269, -5.81261]], "forces_ev_per_angstrom": [[0.52, 0.63, 0.10], [-0.02, 0.00, -0.01], [0.02, -0.03, -0.01], [-0.02, 0.02, 0.01], [0.06, 0.01, 0.01], [-0.01, 0.03, 0.01], [0.12, 0.05, 0.01], [-0.16, -0.01, -0.01], [-0.13, -0.10, 0.02], [-0.08, -0.05, -0.02], [-0.06, -0.06, 0.07], [-0.06, 0.04, -0.04], [0.03, -0.01, -0.04], [-0.03, 0.01, -0.01], [0.12, -0.10, 0.01], [-0.11, 0.02, 0.06], [0.01, 0.09, 0.03], [0.17, -0.13, 0.02], [0.05, -0.04, 0.03], [-0.05, 0.09, -0.07], [0.04, -0.02, -0.01], [-0.02, -0.01, -0.05], [0.01, -0.06, 0.05], [0.01, 0.07, 0.03], [0.03, 0.02, 0.00], [0.00, -0.04, -0.01], [0.01, 0.00, 0.00], [0.00, 0.00, 0.01], [0.01, 0.00, 0.00], [0.00, 0.01, 0.00], [0.02, -0.04, -0.01], [-0.02, 0.00, -0.01], [0.00, -0.01, 0.00], [0.01, -0.01, 0.00], [-0.01, 0.00, 0.01], [0.01, -0.02, -0.01], [-0.01, -0.01, 0.00], [0.00, 0.01, 0.01], [-0.04, 0.03, -0.01], [-0.07, 0.07, -0.05], [-0.09, 0.10, -0.03], [0.05, -0.05, 0.02], [-0.04, -0.01, -0.02], [-0.07, 0.03, -0.01], [0.03, 0.00, 0.03], [0.00, 0.00, 0.02], [-0.01, -0.01, -0.01], [-0.05, 0.03, 0.02], [-0.01, 0.00, 0.00], [-0.01, 0.00, 0.00], [0.00, 0.00, 0.00], [-0.04, -0.03, -0.03], [0.00, -0.01, -0.01], [-0.02, 0.02, 0.00], [-0.20, 0.04, -0.03], [-0.03, -0.08, -0.06], [0.08, 0.03, -0.01], [0.01, 0.02, 0.05], [-0.03, -0.03, -0.03], [0.00, 0.01, -0.04], [-0.02, -0.01, 0.04], [0.04, -0.10, 0.02], [0.08, -0.05, -0.02], [0.00, -0.01, -0.01], [-0.01, -0.01, 0.00], [0.00, 0.00, -0.01], [0.00, 0.01, 0.01], [0.00, 0.00, 0.01], [0.01, 0.00, -0.01], [-0.05, 0.00, -0.02], [0.15, -0.04, 0.10], [0.00, 0.06, -0.09], [-0.02, 0.00, -0.01], [-0.03, -0.07, 0.05], [-0.01, 0.06, -0.11], [0.02, 0.04, 0.07], [-0.03, -0.06, 0.00], [0.03, -0.09, 0.23], [0.04, -0.07, -0.07], [0.02, 0.10, -0.19], [-0.05, 0.02, -0.01], [-0.04, -0.03, 0.13], [-0.09, -0.10, -0.21], [0.01, 0.18, 0.07], [0.03, -0.06, 0.13], [0.00, -0.01, -0.02], [0.00, 0.01, -0.02], [-0.01, 0.02, 0.00], [-0.01, 0.00, -0.01], [0.01, -0.02, 0.00], [0.01, -0.01, -0.01], [-0.01, -0.30, 0.04], [0.09, 0.14, -0.02], [-0.05, 0.07, -0.06], [0.02, 0.01, 0.03], [-0.03, 0.00, 0.01], [0.01, -0.18, 0.03], [0.02, 0.00, 0.00], [0.00, 0.00, -0.01], [0.00, -0.01, -0.02]], "mulliken_charge": [0.3581, -1.2766, 0.4214, -1.0927, -0.1661, -1.3163, -0.4857, 0.5708, 0.7962, -0.7114, 0.1211, -0.5083, -1.4890, -0.3353, 0.7034, 0.2737, 0.8581, -1.3698, 0.4495, -0.4322, -1.5404, -0.1942, 0.7507, 0.7348, -1.5692, -1.1171, 0.4508, 0.4003, 0.1297, 0.5667, -0.0129, 0.2442, 0.5608, 0.5849, 0.5582, -0.0959, 0.5796, 0.6964, 0.8268, -0.6460, -0.9074, 0.5777, 0.1640, 0.3394, 0.5088, 0.5657, 0.5908, 0.5564, 0.2575, 0.4500, 0.4186, 0.1754, 0.4525, -0.0176, -0.6275, -1.4142, 0.9483, -1.4744, -0.8682, -1.1869, -0.5676, 2.2924, 0.1151, 0.6546, 0.5687, 0.5705, 0.5030, 0.5396, 0.3674, -0.6997, 1.1006, -0.5836, -0.6928, 0.0056, -0.4620, -0.4040, -0.6993, -0.4305, -0.0480, 1.1883, -0.9985, -0.7025, 1.5406, -0.6421, -1.4920, 0.4209, 0.4943, 0.4950, 0.6348, 0.7306, 0.5190, -0.0195, 0.2531, -0.4255, -0.5778, -0.5833, -0.0010, 0.4246, 0.4030, 0.4220], "charge": 1, "lumo_ev": -4.09, "de_lowest_kcal_mol": 1.5, "gap_ev": 5.5}


{"formula": "C5H12N2O", "method": "wB97M-V/def2-TZVPD", "species": ["N", "C", "C", "C", "O", "C", "N", "C", "H", "H", "H", "H", "H", "H", "H", "H", "H", "H", "H", "H"], "coordinates": [[1.35305, -1.73946, -0.20058], [1.34671, -0.35633, -0.55359], [1.08883, 0.77611, 0.33721], [2.71522, 0.26987, -0.02201], [3.39230, -0.32776, 0.79475], [-1.98138, -0.27343, 1.08281], [-1.18047, -0.01670, -0.08559], [-1.92753, 0.72511, -1.04491], [0.60267, -1.95798, 0.44643], [2.20383, -1.91446, 0.32815], [0.95942, -0.17628, -1.55094], [0.94210, 1.71484, -0.17942], [0.41710, 0.60970, 1.17750], [3.20057, 0.97624, -0.70743], [-2.15788, 0.63508, 1.66218], [-2.98578, -0.59560, 0.76440], [-1.58655, -1.04672, 1.73623], [-2.44329, 1.59643, -0.62847], [-2.68974, 0.07942, -1.50387], [-1.26919, 1.02191, -1.85285]], "forces_ev_per_angstrom": [[-0.64, 0.19, 0.90], [1.80, 0.08, 0.72], [-4.95, -0.86, -0.62], [1.49, -1.13, -2.63], [0.08, 0.00, 0.76], [-0.47, 0.17, -0.28], [0.53, -0.44, 0.47], [0.21, 0.28, -0.07], [-0.23, -0.03, -0.22], [0.07, -0.15, -0.12], [0.73, 0.30, -0.45], [0.27, 0.28, 0.09], [1.04, 0.11, 0.93], [-0.26, 0.73, 0.39], [-0.03, 0.20, 0.25], [0.05, -0.07, 0.04], [0.34, 0.00, -0.01], [-0.10, 0.17, -0.03], [-0.06, -0.09, 0.13], [0.12, 0.25, -0.23]], "nbo_charge": [-0.8023, -0.1146, -0.3384, 0.3065, -0.5303, -0.4708, -0.3635, -0.4573, 0.3579, 0.3785, 0.2216, 0.2304, 0.2650, 0.1468, 0.1910, 0.1995, 0.1997, 0.1730, 0.2093, 0.1981], "charge": 0, "lumo_ev": -2.21, "de_lowest_kcal_mol": 181.7, "gap_ev": 5.4}


{"formula": "C5H6O", "method": "wB97M-V/def2-TZVPD", "species": ["C", "C", "C", "O", "C", "C", "H", "H", "H", "H", "H", "H"], "coordinates": [[0.23484, -1.36217, 1.08454], [0.08602, -0.32606, 0.01689], [-1.12424, 0.28341, 0.00799], [-1.09682, 1.45509, -0.65481], [0.15378, 1.55557, -1.15962], [0.91543, 0.47443, -0.84501], [0.65420, -2.33827, 0.81698], [-0.79142, -1.38190, 1.47650], [0.79474, -0.96516, 1.93570], [-2.08685, -0.14868, 0.22964], [0.35646, 2.48232, -1.66706], [1.90386, 0.27142, -1.24173]], "forces_ev_per_angstrom": [[0.01, -0.07, 0.13], [-0.38, 0.20, 0.11], [-0.15, -0.12, -0.28], [-0.05, 0.01, -0.52], [0.26, 0.09, -0.24], [0.03, 0.22, 0.21], [-0.29, 0.18, -0.03], [0.32, -0.99, 0.08], [0.30, 0.00, -0.23], [-0.06, 0.44, 0.53], [0.09, -0.11, -0.20], [-0.08, 0.15, 0.44]], "nbo_charge": [-0.6176, -0.1062, 0.0696, -0.4043, 0.0956, -0.3181, 0.2140, 0.2163, 0.2187, 0.1986, 0.2016, 0.2317], "charge": 0, "lumo_ev": 1.09, "de_lowest_kcal_mol": 20.8, "smiles": "Cc1ccoc1", "gap_ev": 9.7}


{"formula": "C17H20MoN5O6S3Te", "method": "wB97M-V/def2-TZVPD", "species": ["Mo", "C", "C", "S", "C", "C", "S", "H", "H", "H", "H", "H", "H", "C", "O", "C", "O", "N", "N", "H", "H", "H", "H", "H", "H", "S", "C", "N", "C", "C", "C", "N", "H", "H", "H", "H", "Te", "O", "C", "O", "C", "C", "C", "C", "C", "C", "N", "O", "O", "H", "H", "H", "H"], "coordinates": [[-0.26876, 2.05819, -0.65755], [-3.91656, 1.56144, 2.29986], [-3.03411, 1.63831, 1.08457], [-1.30608, 1.84327, 1.35267], [-3.49602, 1.58360, -0.17091], [-4.95279, 1.39720, -0.49687], [-2.38331, 1.74013, -1.51436], [-3.31574, 1.49714, 3.20705], [-4.57206, 0.68667, 2.26983], [-4.55486, 2.44708, 2.37977], [-5.54387, 2.26670, -0.19361], [-5.36302, 0.52675, 0.02421], [-5.09160, 1.25193, -1.56826], [5.14425, 1.05157, 1.32457], [4.11091, 1.31153, 0.37935], [2.85813, 1.58181, 0.79205], [1.99794, 1.64523, -0.06263], [2.69642, 1.77647, 2.12723], [1.38625, 1.83593, 2.57304], [6.04356, 0.89425, 0.73599], [4.92699, 0.13995, 1.88832], [5.29700, 1.90373, 1.98948], [3.36943, 1.32095, 2.72455], [1.25144, 2.55249, 3.26625], [1.01597, 0.93169, 2.83478], [2.51151, -1.43588, 1.65638], [3.37395, -1.45944, 0.21884], [2.78852, -0.99234, -0.92958], [3.37529, -0.99469, -2.13242], [4.64402, -1.48345, -2.24494], [5.23944, -1.91177, -1.04849], [4.65859, -1.90606, 0.12739], [1.87453, -0.53557, -0.86320], [2.76254, -0.61207, -2.93751], [5.16011, -1.52176, -3.19061], [6.26343, -2.27661, -1.06261], [0.16507, 4.45450, -1.17453], [0.52742, -1.24682, -3.16643], [-0.06546, -0.69180, -2.25440], [0.40070, 0.36188, -1.64780], [-1.31209, -1.32060, -1.69309], [-2.20287, -1.92842, -2.56589], [-3.39902, -2.45314, -2.09646], [-3.69739, -2.39785, -0.74646], [-2.76578, -1.83780, 0.11236], [-1.57477, -1.29873, -0.33006], [-3.07548, -1.79166, 1.54857], [-4.20453, -2.10655, 1.89008], [-2.16500, -1.58425, 2.31991], [-1.95927, -1.95357, -3.61938], [-4.10541, -2.89620, -2.78607], [-4.62577, -2.77911, -0.34804], [-0.89178, -0.84424, 0.37507]], "forces_ev_per_angstrom": [[0.02, 0.20, -0.03], [0.02, 0.00, 0.00], [0.00, -0.01, -0.08], [0.01, 0.06, 0.03], [-0.06, -0.03, 0.10], [0.01, 0.00, 0.00], [0.08, 0.03, -0.11], [0.00, -0.01, 0.00], [-0.01, 0.00, 0.00], [0.00, -0.01, 0.01], [0.00, 0.00, -0.01], [-0.01, 0.00, -0.01], [0.00, 0.00, 0.00], [0.08, 0.03, 0.04], [0.01, 0.12, -0.02], [0.05, -0.14, -0.06], [-0.12, 0.12, 0.14], [0.00, 0.19, 0.03], [-0.04, 0.05, -0.03], [0.00, 0.00, 0.00], [0.00, 0.04, 0.01], [0.00, 0.02, -0.01], [0.00, -0.04, -0.03], [0.02, -0.01, 0.02], [0.01, -0.03, 0.01], [0.03, -0.17, -0.08], [0.01, -0.01, 0.03], [-0.01, -0.09, -0.10], [-0.07, 0.02, 0.12], [0.09, -0.04, 0.04], [-0.03, 0.02, -0.09], [-0.06, -0.04, 0.02], [0.02, 0.03, 0.02], [0.02, 0.01, -0.01], [0.00, 0.01, 0.00], [0.00, -0.01, 0.00], [-0.01, -0.21, 0.04], [-0.12, 0.13, -0.17], [0.11, -0.26, 0.26], [0.04, -0.02, 0.00], [-0.05, 0.03, -0.08], [-0.03, -0.01, 0.03], [0.05, -0.01, -0.03], [-0.06, 0.02, 0.06], [-0.05, 0.26, -0.16], [-0.01, 0.04, 0.03], [0.22, -1.04, 0.08], [-0.14, 0.38, 0.00], [-0.01, 0.39, 0.01], [0.00, 0.00, 0.00], [0.00, -0.01, 0.01], [0.00, 0.01, -0.01], [-0.02, 0.00, 0.00]], "nbo_charge": [0.4151, -0.6459, -0.2333, 0.0069, -0.1882, -0.6461, -0.0040, 0.2208, 0.2134, 0.2061, 0.2082, 0.2089, 0.2195, -0.2817, -0.5090, 0.9438, -0.6459, -0.4775, -0.6483, 0.2038, 0.2110, 0.1795, 0.3800, 0.3678, 0.3774, -0.2999, 0.2566, -0.5385, 0.1447, -0.3760, 0.1234, -0.4955, 0.4763, 0.2655, 0.2286, 0.1867, -0.3283, -0.6518, 0.8066, -0.7793, -0.1358, -0.1404, -0.2253, -0.2071, 0.0850, -0.1795, 0.5234, -0.4115, -0.3594, 0.2289, 0.2112, 0.2384, 0.2705], "charge": -1, "lumo_ev": [2.14, 2.14], "de_lowest_kcal_mol": 11.4, "gap_ev": [5.9, 5.9]}